C3H4FNS | wB97M-V/def2-TZVPD

For the gap between HOMO and LUMO, the calculation gives 0.3865 Eh. Its energy is -18216.717 eV. The SMILES is CS[C@@H](F)C#N. The relative energy (zero: lowest compared OMol25 entry of this formula, charge and spin) comes out at 29.56 kcal/mol.

Structure (ORCA input):
```
! wB97M-V def2-TZVPD RIJCOSX def2/J DEFGRID3
* xyz 0 1
C 0.394 -1.826 0.160
C -0.775 1.211 -0.881
C 0.849 -0.469 1.033
N -0.003 -2.638 -0.535
F 0.038 -0.420 2.202
S 0.791 1.135 0.071
H -0.392 1.300 -2.051
H -1.373 2.114 -0.644
H -1.397 0.275 -0.720
H 1.867 -0.682 1.364
*
```



C5H28NO9 | wB97M-V/def2-TZVPD

For the gap between HOMO and LUMO, the calculation gives 0.3779 Eh. Its energy is -25547.671 eV. The relative energy (zero: lowest compared OMol25 entry of this formula, charge and spin) comes out at 116.02 kcal/mol.

Structure (ORCA input):
```
! wB97M-V def2-TZVPD RIJCOSX def2/J DEFGRID3
* xyz 1 1
C 1.467 -1.679 2.030
O 1.903 -2.344 3.228
C 0.430 -2.693 1.551
C 0.355 -3.179 0.087
C -0.249 -2.143 -0.787
C -0.549 -2.124 -2.042
N -1.193 -0.816 -2.530
H 1.064 -0.697 2.324
H 2.102 -1.463 1.157
H 2.436 -1.789 3.613
H 0.806 -3.632 2.068
H -0.560 -2.612 1.943
H 1.504 -3.322 -0.162
H -0.079 -4.223 0.072
H -0.496 -1.189 -0.112
H -0.291 -2.640 -2.925
H -0.502 -0.288 -3.026
H -1.538 -0.186 -1.638
H -2.023 -1.071 -3.087
H -1.609 4.251 -0.231
H -0.170 4.660 -0.021
O -0.690 4.057 -0.550
H -0.958 2.834 -3.511
H 0.398 2.182 -3.572
O -0.515 2.016 -3.288
H 2.499 -2.311 -3.791
H 3.317 -1.972 -2.186
O 2.885 -1.593 -3.022
H -2.352 0.452 1.984
H -3.271 -0.817 1.160
O -2.649 -0.090 1.014
H -2.035 1.301 -0.131
H -1.472 1.928 -1.263
O -2.058 1.238 -1.098
H -0.790 1.384 3.014
H -1.945 1.960 3.941
O -1.693 1.197 3.394
H 2.745 2.959 0.303
H 1.708 2.289 -0.526
O 1.855 3.082 -0.043
H 0.474 2.458 1.510
H 1.713 1.923 2.475
O 0.832 1.719 2.026
*
```



C35H35N7 | wB97M-V/def2-TZVPD

For the gap between HOMO and LUMO, the calculation gives 0.3436 Eh. Its energy is -47281.919 eV. The SMILES is c1ccncc1.c1ccncc1.c1ccncc1.c1ccncc1.c1ccncc1.c1ccncc1.c1ccncc1. The relative energy (zero: lowest compared OMol25 entry of this formula, charge and spin) comes out at 239.06 kcal/mol.

Structure (ORCA input):
```
! wB97M-V def2-TZVPD RIJCOSX def2/J DEFGRID3
* xyz 0 1
N -1.546 0.493 3.267
C -2.385 0.573 2.216
C -2.336 -0.367 1.121
C -1.481 -1.434 1.094
C -0.684 -1.466 2.189
C -0.742 -0.501 3.222
H -3.155 1.383 2.186
H -2.874 -0.211 0.273
H -1.552 -2.039 0.212
H 0.031 -2.350 2.073
H 0.017 -0.614 4.068
N 0.973 0.451 -3.102
C 0.072 -0.424 -2.601
C -1.295 -0.403 -2.938
C -1.796 0.736 -3.716
C -0.911 1.589 -4.288
C 0.517 1.389 -3.880
H 0.322 -1.053 -1.752
H -1.897 -1.082 -2.385
H -2.770 0.812 -3.951
H -1.319 2.572 -4.709
H 1.107 1.976 -4.182
N 4.525 -5.246 0.975
C 4.039 -5.551 -0.365
C 2.718 -5.347 -0.916
C 1.756 -4.844 -0.034
C 2.231 -4.374 1.218
C 3.581 -4.592 1.590
H 4.779 -5.802 -0.860
H 2.869 -5.664 -2.035
H 0.623 -4.729 -0.264
H 1.668 -3.968 2.049
H 3.913 -4.445 2.631
N 3.623 2.599 0.664
C 2.499 2.094 1.037
C 2.144 0.738 1.102
C 3.164 -0.162 0.649
C 4.385 0.371 0.243
C 4.631 1.806 0.327
H 1.865 2.888 1.435
H 1.352 0.392 1.504
H 3.098 -1.116 0.628
H 5.117 -0.393 -0.199
H 5.649 2.224 0.107
N -2.628 -3.574 -2.050
C -3.324 -3.793 -3.252
C -2.695 -4.389 -4.407
C -1.319 -4.753 -4.204
C -0.682 -4.469 -3.064
C -1.378 -3.891 -2.041
H -4.407 -3.540 -3.168
H -3.507 -4.665 -5.123
H -0.772 -5.187 -4.945
H 0.355 -4.628 -2.785
H -0.963 -3.657 -0.963
N -2.289 3.373 0.461
C -3.171 4.324 0.937
C -4.269 4.759 0.341
C -4.832 4.126 -0.758
C -4.016 3.148 -1.329
C -2.799 2.831 -0.730
H -2.855 4.637 1.882
H -4.983 5.445 0.759
H -5.693 4.454 -1.065
H -4.160 2.609 -2.309
H -2.182 2.017 -1.207
N 0.224 5.061 3.216
C 1.428 5.647 3.200
C 2.496 5.231 3.872
C 2.357 3.965 4.581
C 1.255 3.207 4.509
C 0.170 3.780 3.674
H 1.381 6.627 2.804
H 3.409 5.458 4.041
H 3.087 3.427 4.940
H 0.964 2.153 4.719
H -0.728 3.342 3.531
*
```



C3H4FeO3 | wB97M-V/def2-TZVPD

For the gap between HOMO and LUMO (alpha / beta), the calculation gives 0.2092 / 0.2289 Eh. As for the expectation value of S²: 8.76. Its energy is -43703.634 eV. The relative energy (zero: lowest compared OMol25 entry of this formula, charge and spin) comes out at 22.10 kcal/mol.

Structure (ORCA input):
```
! wB97M-V def2-TZVPD RIJCOSX def2/J DEFGRID3
* xyz -1 6
O 1.497 0.400 1.240
C 0.549 0.087 0.297
O -0.034 -1.064 0.544
Fe -1.472 -1.073 -0.724
O -0.640 0.324 -1.737
C 0.378 0.767 -0.954
H 0.665 1.822 -1.054
C 1.160 1.382 2.186
H 0.079 1.600 2.170
H 1.706 2.321 1.994
H 1.442 0.994 3.171
*
```



C14H12Cl2DyN2O4Y | wB97M-V/def2-TZVPD

For the gap between HOMO and LUMO (alpha / beta), the calculation gives 0.1666 / 0.1411 Eh. As for the expectation value of S²: 9.36. Its energy is -76012.587 eV. The relative energy (zero: lowest compared OMol25 entry of this formula, charge and spin) comes out at 0.00 kcal/mol.

Structure (ORCA input):
```
! wB97M-V def2-TZVPD RIJCOSX def2/J DEFGRID3
* xyz 4 6
Dy 1.362 7.337 0.726
Y 0.586 2.292 0.988
Cl 3.302 5.956 1.084
Cl 0.119 4.918 0.872
C -1.433 1.721 2.066
C 3.018 9.557 0.543
C 1.217 9.961 1.148
O -2.426 1.568 2.672
O 3.949 10.279 0.581
O 1.123 11.078 1.481
C -0.457 -3.933 -1.452
N 0.142 -2.628 -1.513
N -0.035 -1.726 -0.518
C 0.419 -0.505 -0.912
O 0.378 0.587 -0.168
C 0.956 -0.727 -2.187
C 0.768 -2.063 -2.553
C 1.116 -2.872 -3.774
C -0.707 -2.073 0.684
C -0.326 -3.253 1.335
C -1.132 -3.744 2.385
C -2.314 -3.056 2.724
C -2.626 -1.856 2.064
C -1.841 -1.364 1.031
H 0.034 -4.517 -0.677
H -0.223 -4.339 -2.432
H -1.544 -3.949 -1.371
H 1.506 0.060 -2.656
H 1.807 -3.712 -3.613
H 0.291 -3.284 -4.370
H 1.619 -2.251 -4.540
H 0.643 -3.713 1.026
H -0.772 -4.612 2.965
H -2.929 -3.449 3.548
H -3.453 -1.222 2.344
H -2.135 -0.462 0.468
*
```



C2H2N3O | wB97M-V/def2-TZVPD

For the gap between HOMO and LUMO, the calculation gives 0.2574 Eh. Its energy is -8611.403 eV. The relative energy (zero: lowest compared OMol25 entry of this formula, charge and spin) comes out at 79.59 kcal/mol.

Structure (ORCA input):
```
! wB97M-V def2-TZVPD RIJCOSX def2/J DEFGRID3
* xyz 1 1
C 0.249 0.860 0.008
C 1.927 -0.625 0.004
N 2.475 1.378 0.008
N 1.338 1.557 -0.050
N 0.658 -0.537 0.017
O 3.001 -1.007 0.016
H -0.814 1.202 0.093
H -0.194 -1.258 -0.092
*
```



C9H10O4 | wB97M-V/def2-TZVPD

For the gap between HOMO and LUMO, the calculation gives 0.3195 Eh. Its energy is -17682.709 eV. The relative energy (zero: lowest compared OMol25 entry of this formula, charge and spin) comes out at 69.28 kcal/mol.

Structure (ORCA input):
```
! wB97M-V def2-TZVPD RIJCOSX def2/J DEFGRID3
* xyz 0 1
C -3.700 -0.202 0.701
C -2.750 0.277 -0.483
C -0.480 -0.415 -0.158
C 0.841 -0.095 -0.223
C 1.322 1.312 -0.271
C 2.626 1.353 0.175
C 3.481 0.347 0.350
C 3.151 -0.950 0.036
C 1.838 -1.186 -0.201
H -2.959 -0.805 1.365
H -3.989 0.719 1.413
H -4.714 -1.014 0.158
H -2.797 -0.418 -1.333
H -3.227 1.346 -0.751
H -0.292 2.123 -0.512
H 3.085 2.373 0.171
H 4.534 0.461 0.834
H 3.869 -1.742 0.102
H 0.431 -2.484 -0.395
O -1.350 0.637 -0.158
O -0.957 -1.554 -0.244
O 0.596 2.391 -0.337
O 1.443 -2.475 -0.236
*
```



C4H6O2 | wB97M-V/def2-TZVPD

For the gap between HOMO and LUMO, the calculation gives 0.3644 Eh. Its energy is -8336.555 eV. The relative energy (zero: lowest compared OMol25 entry of this formula, charge and spin) comes out at 90.08 kcal/mol.

Structure (ORCA input):
```
! wB97M-V def2-TZVPD RIJCOSX def2/J DEFGRID3
* xyz 0 1
O 0.361 -1.526 -1.114
C 0.102 -0.501 -0.222
C -1.106 -0.207 0.584
C -0.457 0.843 -0.377
O 0.569 1.560 0.221
C 1.285 0.310 0.350
H -0.378 -2.141 -1.067
H -2.035 0.151 0.180
H -1.004 -0.108 1.660
H -1.003 1.198 -1.252
H 1.646 0.134 1.367
H 2.102 0.330 -0.374
*
```



C9H9Cl7Cu2F12NaO12S4 | wB97M-V/def2-TZVPD

For the gap between HOMO and LUMO (alpha / beta), the calculation gives 0.2845 / 0.1417 Eh. As for the expectation value of S²: 2.01. Its energy is -291342.802 eV.

Structure (ORCA input):
```
! wB97M-V def2-TZVPD RIJCOSX def2/J DEFGRID3
* xyz 1 3
Na -2.741 -2.029 -3.295
Cu 1.061 1.276 -1.958
Cu -3.546 1.854 0.197
C -2.770 2.810 -4.437
F -2.644 4.049 -4.074
F -4.121 2.554 -4.497
F -2.203 2.600 -5.585
S -2.047 1.667 -3.058
O -0.621 2.052 -3.039
O -2.680 2.009 -1.787
O -2.273 0.245 -3.417
C -0.705 5.393 -0.671
F -1.162 5.167 -1.936
F 0.547 5.987 -0.737
F -1.560 6.175 -0.032
S -0.451 3.693 0.287
O -1.811 3.125 0.378
O 0.468 2.847 -0.530
O 0.093 4.103 1.599
C 2.076 -3.040 -3.450
F 1.872 -4.151 -4.213
F 1.800 -3.470 -2.246
F 3.333 -2.568 -3.572
S 0.996 -1.543 -3.938
O -0.390 -1.880 -3.546
O 1.477 -0.329 -3.197
O 1.194 -1.459 -5.380
C -0.371 -1.833 1.139
F -1.289 -1.947 2.115
F 0.703 -1.114 1.473
F 0.033 -3.006 0.701
S -1.175 -0.811 -0.218
O -2.122 0.160 0.414
O -0.097 -0.085 -0.894
O -1.928 -1.690 -1.134
Cl -2.524 -2.171 5.945
C -1.897 -0.703 5.040
C -2.991 -0.130 4.162
Cl -2.379 1.447 3.500
H -1.074 -1.107 4.450
H -1.659 0.124 5.709
H -3.979 0.173 4.507
H -3.119 -0.778 3.294
Cl 3.141 0.345 -0.592
C 4.534 -0.684 -0.195
C 4.437 -1.363 1.145
Cl 4.520 -0.117 2.460
H 5.418 -0.132 -0.515
H 4.460 -1.480 -0.937
H 5.150 -2.122 1.467
H 3.498 -1.905 1.259
C 1.411 -3.226 4.298
Cl 1.669 -1.756 5.114
Cl 0.887 -4.576 5.348
Cl 2.911 -3.684 3.505
H 0.640 -2.962 3.575
*
```



- Among the records above, which one has the lowest energy?
  C9H9Cl7Cu2F12NaO12S4



- Which of these has the lowest energy?
  C9H9Cl7Cu2F12NaO12S4